(1)
The following is a quantum chemistry calculation of a 10-piece molecular cluster, C28H74N14O10 overall in a non-equilibrium geometry, from the OMol25 dataset.

Output
Orbital gap   8.330 eV
LUMO   0.0157 Eh
E_tot   -2630.321099 Ha
Multiplicity   1
Energy relative to the best compared isomer or geometry (same formula, charge and spin)   0.00 kcal per mole
Structure (SMILES)   CC1(C)CCCC(C)(C)N1O.CC1(C)CCCC(C)(C)N1O.NC(N)=O.NC(N)=O.NC(N)=O.NC(N)=O.NC(N)=O.NC(N)=O.CCO.CCO

Geometry (Å):
1 C 18.319 -14.767 11.723
2 C 18.402 -14.805 10.203
3 C 18.231 -16.337 9.683
4 C 17.213 -13.956 9.583
5 C 17.488 -13.512 8.126
6 C 18.731 -12.759 8.142
7 C 19.954 -13.577 8.547
8 C 20.243 -14.740 7.498
9 C 21.136 -12.593 8.652
10 N 19.594 -14.082 9.855
11 O 20.640 -14.717 10.491
12 H 19.182 -15.360 12.029
13 H 18.496 -13.764 12.053
14 H 17.432 -15.133 12.185
15 H 17.765 -16.381 8.670
16 H 19.225 -16.788 9.707
17 H 17.536 -16.857 10.316
18 H 16.283 -14.496 9.596
19 H 17.124 -13.045 10.216
20 H 17.500 -14.374 7.433
21 H 16.627 -12.863 7.816
22 H 18.576 -11.929 8.825
23 H 18.914 -12.313 7.188
24 H 19.317 -15.313 7.410
25 H 21.197 -15.241 7.722
26 H 20.397 -14.217 6.552
27 H 20.677 -11.842 9.311
28 H 21.419 -12.196 7.643
29 H 21.991 -13.084 9.178
30 H 20.789 -15.468 9.942
31 C 17.688 -15.787 3.731
32 C 16.370 -15.141 3.472
33 C 16.218 -14.018 4.435
34 C 16.327 -14.540 2.089
35 C 16.171 -15.619 0.979
36 C 14.926 -16.410 1.241
37 C 14.955 -17.159 2.659
38 C 13.617 -17.783 2.895
39 C 15.993 -18.294 2.581
40 N 15.226 -16.119 3.645
41 O 15.218 -16.672 4.983
42 H 18.434 -15.011 3.565
43 H 17.661 -16.382 4.624
44 H 17.920 -16.506 2.920
45 H 16.866 -13.161 4.129
46 H 15.221 -13.676 4.584
47 H 16.514 -14.246 5.468
48 H 15.533 -13.803 2.075
49 H 17.250 -13.999 1.975
50 H 16.068 -15.110 0.041
51 H 17.144 -16.141 0.836
52 H 14.811 -17.233 0.555
53 H 13.952 -15.883 1.096
54 H 12.748 -17.082 2.857
55 H 13.487 -18.353 3.835
56 H 13.367 -18.361 2.052
57 H 16.872 -17.906 2.068
58 H 15.655 -19.048 1.912
59 H 16.300 -18.785 3.528
60 H 14.417 -16.200 5.350
61 N 9.491 -10.498 8.214
62 C 9.255 -11.444 7.254
63 N 10.300 -11.570 6.330
64 O 8.196 -11.971 7.205
65 H 10.398 -10.276 8.444
66 H 8.788 -10.347 8.904
67 H 10.182 -12.254 5.616
68 H 11.123 -11.862 6.839
69 N 12.953 -11.765 10.021
70 C 12.944 -11.261 8.705
71 N 13.479 -11.995 7.749
72 O 12.357 -10.192 8.439
73 H 12.602 -11.083 10.676
74 H 13.661 -12.426 10.284
75 H 13.432 -13.004 7.833
76 H 13.769 -11.557 6.862
77 N 11.468 -15.340 12.548
78 C 10.648 -15.407 13.655
79 N 9.671 -16.318 13.505
80 O 10.708 -14.640 14.668
81 H 11.136 -15.789 11.711
82 H 12.051 -14.532 12.438
83 H 9.883 -17.092 12.908
84 H 9.054 -16.514 14.275
85 N 9.185 -15.633 8.793
86 C 10.335 -14.955 9.231
87 N 10.045 -13.886 10.121
88 O 11.419 -15.406 9.137
89 H 8.763 -15.033 8.152
90 H 9.495 -16.343 8.176
91 H 10.707 -13.290 10.536
92 H 9.055 -13.871 10.326
93 N 13.287 -8.528 6.080
94 C 14.358 -9.113 5.498
95 N 14.887 -8.350 4.543
96 O 14.890 -10.135 5.908
97 H 12.701 -7.924 5.510
98 H 12.712 -9.096 6.699
99 H 14.275 -7.689 4.039
100 H 15.674 -8.717 4.010
101 N 14.384 -11.637 13.842
102 C 13.448 -12.534 13.665
103 N 12.647 -12.689 14.760
104 O 13.127 -13.046 12.566
105 H 14.600 -11.270 14.762
106 H 14.932 -11.360 12.999
107 H 12.827 -12.132 15.583
108 H 11.874 -13.351 14.940
109 C 12.588 -11.533 2.425
110 C 13.009 -12.402 3.526
111 O 12.347 -13.678 3.326
112 H 12.921 -11.946 1.474
113 H 13.051 -10.567 2.491
114 H 11.486 -11.470 2.328
115 H 12.795 -11.901 4.516
116 H 14.099 -12.638 3.438
117 H 11.440 -13.446 3.145
118 C 14.626 -17.363 8.230
119 C 14.555 -15.927 7.681
120 O 13.384 -15.569 6.889
121 H 15.048 -18.009 7.498
122 H 13.626 -17.641 8.597
123 H 15.194 -17.426 9.167
124 H 15.399 -15.825 6.992
125 H 14.582 -15.218 8.474
126 H 12.627 -15.763 7.422

=====

(2)
The following is a quantum chemistry calculation of an isolated ion of composition C6H13N3S and charge +2 in a non-equilibrium geometry, from the OMol25 dataset.

Output
Orbital gap (spin up / spin down)   4.734 / 4.730 eV
Total charge   +2
LUMO (spin up / spin down)   -0.4149 / -0.4150 Eh
E_tot   -798.116670 Ha
Multiplicity   1
Energy relative to the best compared isomer or geometry (same formula, charge and spin)   66.61 kcal per mole

Geometry (Å):
1 C -1.601 -1.081 -0.545
2 C 0.211 0.509 0.127
3 C -2.383 -1.111 0.754
4 C 2.286 0.643 -1.277
5 C 1.937 2.196 0.540
6 C 1.396 1.065 -0.248
7 N -0.405 -0.518 -0.584
8 N -0.605 -1.203 2.711
9 N -2.149 -1.601 -1.665
10 S -1.587 -2.124 2.030
11 H -2.515 -0.146 1.074
12 H -3.297 -1.541 0.731
13 H 2.463 -0.428 -1.358
14 H 3.251 1.094 -1.178
15 H 1.890 0.971 -2.255
16 H 2.717 2.876 -0.040
17 H 2.435 1.853 1.389
18 H 1.124 2.935 0.943
19 H -0.299 0.921 0.922
20 H 0.173 -0.659 -1.387
21 H -0.063 -1.404 3.552
22 H -3.054 -2.025 -1.593
23 H -1.923 -1.222 -2.642

=====

(3)
The following is a quantum chemistry calculation of a 2-piece molecular cluster, C4H7NO2 overall, from the OMol25 dataset.

Output
Orbital gap   10.664 eV
LUMO   0.0329 Eh
E_tot   -361.779814 Ha
Multiplicity   1
Energy relative to the best compared isomer or geometry (same formula, charge and spin)   63.41 kcal per mole
Structure (SMILES)   O=C1CN1.CC=O

Geometry (Å):
1 O 0.604 0.819 1.286
2 C 1.319 0.345 0.443
3 C 1.843 -0.797 -0.306
4 N 2.334 0.622 -0.410
5 H 1.360 -1.179 -1.201
6 H 2.434 -1.519 0.258
7 H 3.253 0.929 -0.114
8 C -2.057 0.720 -0.141
9 C -1.624 -0.677 0.204
10 O -1.075 -1.430 -0.570
11 H -1.895 1.390 0.706
12 H -3.129 0.710 -0.375
13 H -1.509 1.077 -1.017
14 H -1.857 -1.010 1.236